Record 1
11
Properties=species:S:1:pos:R:3:forces:R:3:nbo_charge:R:1 method="wB97M-V/def2-TZVPD" homo_energy_ev=-9.51 de_lowest_kcal_mol=90.8 homo_lumo_gap_ev=9.35 e_tot_ev=-8773.7562
C 1.2774 -0.2783 0.0581 0.16 0.00 0.03 -0.43
N -0.1132 -0.0085 -0.2529 -0.06 -0.36 0.01 -0.67
C -0.8852 1.7789 0.0104 0.11 0.95 1.04 0.54
O -0.6333 2.3611 0.9690 -0.22 -0.62 -0.87 -0.40
C -0.9997 -1.0355 -0.1199 0.12 -0.16 -0.01 0.51
O -0.7308 -2.1817 0.1957 -0.11 0.42 -0.09 -0.61
H 1.7357 -0.9190 -0.7038 -0.07 0.09 0.11 0.21
H 1.3682 -0.7867 1.0239 0.00 0.07 -0.13 0.21
H 1.8279 0.6677 0.1001 -0.06 -0.12 -0.01 0.19
H -0.8023 1.1316 -0.9385 0.04 -0.24 -0.10 0.36
H -2.0448 -0.7298 -0.3421 0.09 -0.04 0.03 0.10


Record 2
11
Properties=species:S:1:pos:R:3:forces:R:3:nbo_charge:R:1 method="wB97M-V/def2-TZVPD" homo_energy_ev=-9.90 de_lowest_kcal_mol=73.8 homo_lumo_gap_ev=10.72 e_tot_ev=-8774.4949
O 0.2673 -1.2489 1.9366 -0.20 0.97 0.01 -0.55
C 0.2264 -0.4138 1.0725 -0.06 -0.46 0.15 0.67
N 0.3897 0.9756 1.0047 0.23 0.48 -2.68 -0.69
C 0.0508 0.9199 -0.5369 0.39 -0.34 -0.25 -0.24
C 0.1600 -0.5730 -0.4309 0.19 -0.33 -0.42 -0.01
O -0.9562 -1.2632 -0.8897 -0.11 -0.51 -0.10 -0.69
H -0.0508 1.8568 0.8212 -0.77 1.01 3.28 0.45
H 0.7662 1.4762 -1.1390 0.08 -0.19 -0.07 0.20
H -0.9788 1.2531 -0.7661 0.42 -0.18 0.29 0.20
H 1.1135 -0.9109 -0.8440 -0.01 -0.36 -0.07 0.18
H -1.0231 -2.0516 -0.3365 -0.16 -0.11 -0.15 0.49


Record 3
11
Properties=species:S:1:pos:R:3:forces:R:3:nbo_charge:R:1 method="wB97M-V/def2-TZVPD" homo_energy_ev=-10.05 de_lowest_kcal_mol=62.2 homo_lumo_gap_ev=10.27 e_tot_ev=-8774.9971
C 0.7693 1.0664 0.0219 5.32 1.60 -0.80 -0.46
N -0.0316 -0.0067 0.2391 -7.92 -1.93 0.13 -0.48
C -1.4415 0.0138 -0.1565 -2.22 0.09 2.86 0.53
O -2.2093 -0.9522 -0.0102 2.25 2.72 -1.11 -0.54
C 0.2994 -1.2974 0.1700 8.17 -5.04 -0.95 0.48
O 1.5350 -1.5197 -0.1960 -4.64 0.09 1.55 -0.61
H 1.0825 1.7422 0.9035 -0.92 -1.34 -1.01 0.22
H 0.3960 1.6876 -0.7866 -0.01 0.13 -0.03 0.21
H 1.7395 0.4987 -0.3439 -1.37 1.78 0.49 0.27
H -1.8525 1.0877 -0.3013 0.78 -1.50 -0.41 0.14
H -0.2869 -2.3204 0.4601 0.56 3.40 -0.71 0.24